[1]
7
Properties=species:S:1:pos:R:3 method="wB97M-V/def2-TZVPD" homo_lumo_gap_ev="5.737 / 7.765" homo_ev="-2.2 / -3.9" total_charge=-1
C 0.24935 0.11761 0.05759
O -2.82398 -1.53611 -1.66434
S -1.82133 -3.31423 0.38611
S -2.47147 -1.54116 -0.21745
H 0.23934 0.79274 -0.69164
H 1.23538 -0.31249 0.08950
H -0.59545 0.17521 0.73106

=====

[2]
7
Properties=species:S:1:pos:R:3 method="wB97M-V/def2-TZVPD" homo_lumo_gap_ev="7.718 / 5.141" homo_ev="-3.8 / -2.2" total_charge=-1
C 1.83743 0.64702 -0.34648
O -2.86777 0.41450 0.99691
S -2.45286 -2.08999 -0.37921
S -2.12148 -0.87469 1.15292
H 0.92915 0.11095 -0.06184
H 1.93965 1.73572 -0.42476
H 2.73588 0.05648 -0.93754

=====

[3]
6
Properties=species:S:1:pos:R:3 method="wB97M-V/def2-TZVPD" homo_lumo_gap_ev=8.147 homo_ev=-8.5 total_charge=0
C 0.65589 0.15185 -0.54726
P -0.48494 -0.30312 0.54750
S -1.73830 1.10424 0.81061
H 0.71499 1.19908 -0.78301
H 1.45907 -0.49016 -0.85535
H -0.60671 -1.66189 0.82750

=====

[4]
7
Properties=species:S:1:pos:R:3 method="wB97M-V/def2-TZVPD" homo_lumo_gap_ev=9.730 homo_ev=-11.3 total_charge=0
B 0.74874 -0.63508 -0.00383
C -0.14781 0.61296 0.05803
F -2.13278 -0.06331 0.11420
H 0.51688 -1.79568 0.36939
H 1.77435 -0.41381 -0.32574
H -0.16084 0.94703 -0.96714
H -0.59854 1.34790 0.75508

=====

[5]
9
Properties=species:S:1:pos:R:3 method="wB97M-V/def2-TZVPD" multiplicity=3 homo_lumo_gap_ev="9.332 / 8.924" homo_ev="-8.6 / -11.5" total_charge=0 s2=2.01
B -0.05634 0.36758 0.07314
C 1.37340 -0.17819 -0.31343
N -2.31775 -0.43924 0.69468
O -2.85984 0.44397 0.10378
O -0.97794 -0.58076 0.41474
H -0.32175 1.51093 0.16660
H 1.68921 -0.83023 0.50870
H 2.15315 0.55249 -0.47410
H 1.31785 -0.84655 -1.17411

=====

[6]
9
Properties=species:S:1:pos:R:3 method="wB97M-V/def2-TZVPD" homo_lumo_gap_ev=6.531 homo_ev=-14.0 total_charge=+1
C 2.53724 0.56063 -0.35037
O -2.51507 -1.63687 0.53308
P -2.45379 -0.48330 -0.51148
Cl -3.59984 0.92024 0.37760
Br 0.68859 0.59841 0.16948
H 2.92413 1.58972 -0.49701
H 3.10936 0.33576 0.44106
H 2.59874 0.02811 -1.26401
H -3.28938 -1.91269 1.10164

=====

[7]
8
Properties=species:S:1:pos:R:3 method="wB97M-V/def2-TZVPD" multiplicity=4 homo_lumo_gap_ev="5.522 / 4.426" homo_ev="-13.3 / -13.3" total_charge=+1 s2=3.76
Co -2.43235 0.46748 2.99791
Br -2.59002 -0.64708 1.07776
C 1.06096 0.29476 -0.80026
O 0.49078 -1.02497 -0.69477
H 0.29998 1.08665 -0.78987
H 1.79240 0.49619 -0.01022
H 1.57231 0.35390 -1.75573
H -0.19406 -1.02692 -0.02482

=====

[8]
7
Properties=species:S:1:pos:R:3 method="wB97M-V/def2-TZVPD" homo_lumo_gap_ev=9.482 homo_ev=-8.9 total_charge=0
C -0.19499 0.34699 -0.03232
N 1.07278 -0.72531 -0.70367
Br 2.76557 -0.13980 -0.24309
H -1.20194 -0.09785 -0.06664
H 0.12830 0.72810 1.03739
H -0.18599 1.16825 -0.69223
H 0.97205 -1.70325 -0.45059

=====

[9]
10
Properties=species:S:1:pos:R:3 method="wB97M-V/def2-TZVPD" multiplicity=3 homo_lumo_gap_ev="8.203 / 6.374" homo_ev="-12.2 / -14.3" total_charge=+1 s2=2.02
C 0.21951 -0.32587 -0.27723
N -1.69738 -1.68354 -0.03692
N -0.50906 -1.22341 -0.02691
N 1.39182 0.16833 -0.61429
N -1.51773 1.20514 -0.06759
Br -2.89356 0.14001 -0.07762
H -1.90355 -2.23986 0.86386
H 1.12997 0.59616 -1.59633
H 1.77931 0.88473 0.06932
H -1.53823 1.51558 0.93034

=====

[10]
10
Properties=species:S:1:pos:R:3 method="wB97M-V/def2-TZVPD" homo_lumo_gap_ev="6.346 / 6.254" homo_ev="-9.6 / -9.5" total_charge=0
C 0.39981 -0.90390 -0.37824
N -1.52305 0.38194 0.47023
O -0.06646 1.54750 -1.25900
O 0.74985 1.26177 1.03060
S 0.03325 0.79552 -0.05913
Br 3.44037 -0.63000 -0.01204
H 0.67386 -1.44047 0.53458
H 0.40232 -1.29907 -1.38181
H -1.96633 -0.03942 1.27900
H -2.14362 0.32612 -0.22418

=====

[11]
7
Properties=species:S:1:pos:R:3 method="wB97M-V/def2-TZVPD" homo_lumo_gap_ev="7.496 / 8.908" homo_ev="-8.0 / -9.8" total_charge=0
C -0.49266 0.42293 -0.35331
P 0.66539 -0.94744 -0.59251
Br 2.52517 -0.05931 -0.04015
H 0.18083 1.29455 0.14751
H -1.40173 0.27467 0.18110
H -0.75741 0.72387 -1.34243
H -0.71959 -1.70925 1.99979

=====

[12]
14
Properties=species:S:1:pos:R:3 method="wB97M-V/def2-TZVPD" homo_lumo_gap_ev=6.898 homo_ev=-4.7 total_charge=-1
C 0.79600 1.47677 -0.29826
N -2.32826 -0.76401 -0.42757
N -3.17041 0.05214 -0.63071
O -0.99121 -0.15812 1.89599
O -0.16514 -2.00302 0.51445
O 0.07973 0.26388 -0.52590
P -0.83067 -0.55357 0.48032
S 1.03139 -2.65760 -0.55231
Cl -2.73304 1.77504 -0.33421
Cl 3.42548 -0.57020 0.23409
H 0.59321 1.62157 0.82216
H 0.42526 2.23207 -0.87036
H 1.79621 1.42432 -0.43127
H 2.07147 -2.13926 0.12356

=====

Here are the calculated total energy numbers, same order: -911.4686, -911.4686, -779.3816, -165.0592, -270.4348, -3491.0108, -4072.1049, -2669.1814, -2832.9782, -3217.7855, -2955.7311, -2035.7318 (Eh).
Here are the calculated energy relative to the best compared isomer or geometry (same formula, charge and spin) numbers, same order: 164.9, 165.1, 85.9, 263.1, 0.0, 213.0, 0.0, 83.9, 392.3, 346.2, 361.6, 308.2 (kJ/mol).